[1]
DFT (wB97M-V/def2-TZVPD) results for a 6-piece molecular cluster, C33H54FN6O5P overall.

The geometry in XYZ format:
```
100
Properties=species:S:1:pos:R:3:lowdin_charge:R:1
C 1.5816 -1.0267 4.5684 -0.089
C 1.4659 -0.6796 3.0721 -0.245
C 1.4417 0.8064 2.7862 -0.182
O 0.2467 1.4806 3.2460 -0.040
C -0.9158 0.9053 2.8927 -0.252
C -1.3902 0.7796 1.6322 -0.168
P -0.4699 1.3381 0.1338 0.861
O -1.5118 1.6692 -1.0605 -0.268
O 0.0984 2.8041 0.5546 -0.261
C -2.6922 0.1246 1.4226 -0.308
O -3.0660 -0.2075 0.3083 0.084
C -3.5957 -0.1410 2.5896 -0.154
N -4.9060 -0.5809 2.2812 0.032
C -4.9768 -2.0475 2.0256 -0.234
C -4.9333 -2.8750 3.2935 -0.087
C -3.1570 0.0342 3.8502 -0.091
C -3.9969 -0.1399 5.0868 -0.091
C -5.2793 0.7072 5.0833 -0.191
F -6.4083 -0.0875 5.2639 -0.057
C -1.7337 0.4232 4.0607 -0.263
O -1.2374 0.3959 5.1704 0.130
H 1.8518 -0.1527 5.1626 0.074
H 2.3882 -1.7505 4.7038 0.065
H 0.6832 -1.4963 4.9633 0.063
H 0.6475 -1.2212 2.6008 0.088
H 2.3697 -1.0429 2.5796 0.092
H 1.6204 1.0010 1.7265 0.082
H 2.2618 1.2812 3.3270 0.130
H -1.6282 0.8718 -1.5921 0.028
H -0.6574 3.3150 0.9006 0.028
H -5.1117 -0.1667 1.3747 0.115
H -4.1611 -2.3609 1.3647 0.110
H -5.9042 -2.2217 1.4804 0.116
H -5.0541 -3.9317 3.0583 0.076
H -5.7306 -2.5667 3.9729 0.073
H -3.9858 -2.7429 3.8190 0.067
H -4.2656 -1.1790 5.2679 0.110
H -3.3847 0.1740 5.9316 0.110
H -5.2519 1.4445 5.8901 0.115
H -5.3950 1.2420 4.1384 0.101
C 2.4475 -3.0552 -1.6899 -0.113
C 3.7345 -3.3626 -0.9319 -0.270
C 3.5237 -4.3797 0.1945 -0.185
C 2.5574 -3.8777 1.1695 -0.212
N 1.7600 -3.4856 1.9009 0.170
H 1.6910 -2.6049 -1.0457 0.064
H 2.6343 -2.3514 -2.4972 0.059
H 2.0205 -3.9627 -2.1240 0.074
H 4.1419 -2.4391 -0.5140 0.113
H 4.4908 -3.7571 -1.6112 0.049
H 4.4618 -4.5883 0.7109 0.116
H 3.1450 -5.3211 -0.2073 0.120
C 1.4547 4.4906 -2.2115 -0.105
C 2.8195 4.6203 -2.8789 -0.261
C 3.0488 3.6160 -4.0129 -0.196
C 2.9999 2.2339 -3.5405 -0.240
N 2.9610 1.1499 -3.1591 0.149
H 1.3182 3.5266 -1.7225 0.051
H 1.3394 5.2536 -1.4420 0.075
H 0.6528 4.6230 -2.9409 0.079
H 3.6063 4.5005 -2.1318 0.111
H 2.9236 5.6254 -3.2921 0.105
H 4.0264 3.7749 -4.4701 0.115
H 2.2928 3.7408 -4.7903 0.118
C -2.8338 -2.0510 -6.2448 -0.111
C -3.3077 -0.9613 -5.2909 -0.260
C -2.1753 -0.0308 -4.8411 -0.189
C -1.1272 -0.7679 -4.1321 -0.237
N -0.3077 -1.3621 -3.5829 0.169
H -2.1029 -2.7045 -5.7670 0.071
H -3.6711 -2.6706 -6.5648 0.071
H -2.3738 -1.6205 -7.1364 0.076
H -3.7680 -1.4173 -4.4129 0.112
H -4.0759 -0.3572 -5.7765 0.107
H -2.5604 0.7438 -4.1759 0.112
H -1.7219 0.4638 -5.7017 0.121
C 6.2945 -2.0983 -5.2618 -0.107
C 7.4239 -3.1172 -5.3657 -0.262
C 7.0923 -4.4421 -4.6683 -0.187
C 6.8457 -4.2436 -3.2409 -0.214
N 6.6357 -4.0883 -2.1204 0.162
H 6.0943 -1.8284 -4.2241 0.072
H 6.5545 -1.1839 -5.7949 0.072
H 5.3708 -2.4880 -5.6934 0.078
H 8.3354 -2.7010 -4.9331 0.111
H 7.6357 -3.3260 -6.4157 0.106
H 7.9121 -5.1531 -4.7754 0.117
H 6.2004 -4.8908 -5.1091 0.121
C -2.4042 5.9203 4.2768 -0.103
C -3.3503 4.7367 4.4374 -0.245
C -2.9303 3.5233 3.6004 -0.167
C -2.9107 3.8324 2.1706 -0.208
N -2.8956 4.1091 1.0518 0.183
H -2.3906 6.2801 3.2470 0.072
H -2.7170 6.7492 4.9110 0.073
H -1.3847 5.6483 4.5562 0.080
H -4.3629 5.0343 4.1588 0.114
H -3.3836 4.4331 5.4849 0.111
H -3.6175 2.6910 3.7531 0.097
H -1.9303 3.1889 3.8885 0.121
```

Computed properties:
SMILES: CCCOC1=C(P(O)O)C(=O)C(NCC)=C(CCF)C1=O.CCCC#N.CCCC#N.CCCC#N.CCCC#N.CCCC#N
F_max: 2.83 eV Å⁻¹
highest occupied orbital energy: -7.97 eV

---

[2]
DFT (wB97M-V/def2-TZVPD) results for a 2-piece molecular cluster, C3H11NO3 overall.

The geometry in XYZ format:
```
18
Properties=species:S:1:pos:R:3:lowdin_charge:R:1
C -0.2734 0.6226 -0.1005 -0.228
C -1.3384 1.6978 0.3014 -0.264
O -0.6540 2.9428 0.3942 -0.103
N 0.7812 0.3102 0.8301 -0.037
C 1.5567 -0.8193 0.4677 -0.359
O 1.4844 -1.9828 1.2463 -0.081
H -0.0007 1.2733 -0.9946 0.118
H -0.5349 -0.3104 -0.7070 0.125
H -2.2302 1.7187 -0.3981 0.131
H -1.6700 1.3858 1.2684 0.091
H -1.1254 3.6627 0.9096 0.121
H 1.2430 1.2068 1.0260 0.129
H 2.6682 -0.6198 0.4543 0.133
H 1.3682 -1.1155 -0.5458 0.098
H 1.4087 -1.7319 2.2246 0.125
H -0.7070 -2.3649 -2.7535 0.024
H -0.6444 -3.0923 -1.4755 0.067
O -1.3320 -2.7837 -2.1477 -0.091
```

Computed properties:
SMILES: OCCNCO.O
F_max: 4.03 eV Å⁻¹
relative energy (zero: lowest compared OMol25 entry of this formula, charge and spin): 67.6 kcal per mole
highest occupied orbital energy: -9.11 eV

---

[3]
DFT (wB97M-V/def2-TZVPD) results for a 2-piece molecular cluster, C5H14 overall.

The geometry in XYZ format:
```
19
Properties=species:S:1:pos:R:3:lowdin_charge:R:1
C 1.7713 -1.0015 -1.6247 -0.311
C 1.4508 -0.4098 -0.2419 -0.116
C 0.7623 -0.5891 -2.7097 -0.133
H 2.7569 -0.7144 -1.9990 0.093
H 1.8132 -2.0872 -1.5679 0.091
H 2.0733 0.4657 -0.0889 0.063
H 1.6274 -1.1331 0.5486 0.066
H 0.6110 0.4756 -2.8703 0.067
H 1.0254 -1.0697 -3.6537 0.064
H 0.4580 0.0410 -0.1905 0.052
H -0.2263 -0.9670 -2.4289 0.066
C -1.4139 1.3762 2.6440 -0.153
C -2.3959 0.5189 1.7763 -0.171
H -0.4476 0.8997 2.5303 0.051
H -1.2608 2.2879 2.0496 0.058
H -1.9191 1.6290 3.5609 0.057
H -2.0315 0.2790 0.7746 0.045
H -2.4540 -0.4776 2.2157 0.056
H -3.3414 1.0473 1.7205 0.055
```

Computed properties:
SMILES: CCC.CC
F_max: 3.35 eV Å⁻¹
relative energy (zero: lowest compared OMol25 entry of this formula, charge and spin): 13.2 kcal per mole
highest occupied orbital energy: -11.24 eV

---

[4]
DFT (wB97M-V/def2-TZVPD) results for C3H3CaO as an isolated structure.

The geometry in XYZ format:
```
8
Properties=species:S:1:pos:R:3:lowdin_charge:R:1
C -3.2640 0.0419 -0.6480 -0.014
C -2.7516 1.1389 -0.6765 -0.001
H -3.7610 -0.9131 -0.6668 0.026
H -2.3305 2.1231 -0.7921 0.033
C -0.7244 -0.8896 1.5324 -0.330
O -1.1381 0.0462 2.2702 -0.315
Ca -0.6131 -1.5660 3.5935 1.559
H -0.4037 -0.6050 0.5034 0.043
```

Computed properties:
net charge: +1
F_max: 1.38 eV Å⁻¹
relative energy (zero: lowest compared OMol25 entry of this formula, charge and spin): 1.7 kcal per mole
highest occupied orbital energy: -12.85 eV

---

[5]
DFT (wB97M-V/def2-TZVPD) results for a 3-piece molecular cluster, C18H39IN3O overall.

The geometry in XYZ format:
```
62
Properties=species:S:1:pos:R:3:lowdin_charge:R:1
O 2.4212 0.8081 -1.3910 -0.069
C 2.2498 1.0334 -0.1610 -0.767
I 0.1670 1.0070 0.5152 0.857
C 3.5016 1.3239 0.8067 -0.130
C 3.6992 2.8796 1.1748 -0.206
C 5.1950 3.2253 0.6289 0.095
N 5.0704 3.7307 -0.5921 0.082
C 3.6713 3.8877 -1.1020 -0.087
C 2.8326 3.8841 0.2719 -0.106
H 3.3221 0.7154 1.7562 0.130
H 4.4353 0.9093 0.2737 0.137
H 3.7801 3.0757 2.3063 0.162
H 6.2004 3.0827 1.1520 0.181
H 5.9473 3.9672 -1.0773 0.184
H 3.5288 4.9591 -1.4947 0.150
H 3.3932 3.1229 -1.9040 0.144
H 3.0185 4.8923 0.7767 0.134
H 1.7094 3.7091 0.2462 0.101
C 2.9254 -2.6027 -0.4216 -0.089
C 3.1177 -3.8544 0.4264 -0.269
N 2.2751 -3.8982 1.6137 -0.196
C 2.6568 -4.9536 2.5515 -0.251
C 2.5105 -6.4013 2.0877 -0.087
C 0.8396 -3.7525 1.3914 -0.250
C 0.1571 -4.7622 0.4698 -0.081
H 3.0833 -1.6964 0.1703 0.051
H 3.6472 -2.5955 -1.2438 0.080
H 1.9280 -2.5598 -0.8675 0.071
H 4.1685 -3.8662 0.7373 0.118
H 2.9749 -4.7358 -0.2115 0.102
H 2.0990 -4.8261 3.4860 0.113
H 3.7054 -4.7936 2.8303 0.108
H 1.4684 -6.7222 2.0876 0.057
H 3.0445 -7.0635 2.7753 0.075
H 2.9283 -6.5658 1.0923 0.068
H 0.6565 -2.7493 0.9898 0.083
H 0.3214 -3.7503 2.3568 0.117
H 0.7330 -4.9620 -0.4364 0.070
H -0.8156 -4.3717 0.1549 0.074
H -0.0326 -5.7079 0.9771 0.057
C -2.8875 2.1374 -2.5896 -0.094
C -4.2509 2.7007 -2.2057 -0.273
N -5.2047 1.6914 -1.7684 -0.193
C -6.5724 2.1981 -1.6661 -0.247
C -6.8530 3.2764 -0.6212 -0.090
C -4.7753 0.8329 -0.6697 -0.246
C -4.3841 1.5048 0.6464 -0.090
H -2.9798 1.3678 -3.3600 0.083
H -2.2540 2.9358 -2.9882 0.072
H -2.3658 1.7100 -1.7288 0.024
H -4.6476 3.2003 -3.0965 0.120
H -4.1071 3.4846 -1.4504 0.097
H -7.2572 1.3595 -1.4979 0.114
H -6.8581 2.5970 -2.6467 0.111
H -6.8877 2.8625 0.3873 0.055
H -7.8315 3.7269 -0.8112 0.074
H -6.1170 4.0828 -0.6445 0.066
H -3.9211 0.2394 -1.0144 0.099
H -5.5518 0.0871 -0.4673 0.118
H -3.7608 2.3900 0.4986 0.064
H -3.8091 0.8027 1.2595 0.066
H -5.2591 1.7891 1.2305 0.057
```

Computed properties:
net charge: +1
F_max: 5.50 eV Å⁻¹
highest occupied orbital energy: -9.65 eV

---

[6]
DFT (wB97M-V/def2-TZVPD) results for a 2-piece molecular cluster, C4H13N2O overall.

The geometry in XYZ format:
```
20
Properties=species:S:1:pos:R:3:lowdin_charge:R:1
C 1.4562 0.4295 -1.2272 -0.101
C 0.2481 1.3330 -0.9355 -0.156
C -0.8637 0.6020 -0.2910 -0.447
C -1.4834 -0.5000 -0.6848 0.050
N -1.0964 1.1103 1.0230 0.092
N 1.8226 -0.2344 0.1026 0.214
H 1.0498 -0.3192 -1.8927 0.118
H 2.2722 0.9897 -1.6673 0.134
H 0.5799 2.2319 -0.4330 0.122
H 0.0219 1.6826 -1.9503 0.137
H -2.2453 -1.0237 -0.1371 0.073
H -1.0118 -0.9911 -1.5323 0.074
H -1.6401 0.4703 1.5748 0.083
H -1.1898 2.1053 1.1194 0.095
H 1.1918 0.1855 0.7909 0.132
H 1.7107 -1.2469 0.1514 0.153
H 2.8020 -0.0428 0.2789 0.166
H -0.3295 -1.5557 2.1934 0.052
H -1.0053 -2.7036 1.5570 0.073
O -0.3182 -2.0462 1.3601 -0.062
```

Computed properties:
net charge: +1
F_max: 2.63 eV Å⁻¹
relative energy (zero: lowest compared OMol25 entry of this formula, charge and spin): 50.3 kcal per mole
highest occupied orbital energy: -12.25 eV